[1]
{
  "formula": "C38H98N14O10",
  "method": "wB97M-V/def2-TZVPD",
  "species": ["O", "O", "O", "O", "O", "O", "O", "O", "O", "O", "N", "N", "N", "N", "N", "N", "N", "N", "N", "N", "N", "N", "N", "N", "C", "C", "C", "C", "C", "C", "C", "C", "C", "C", "C", "C", "C", "C", "C", "C", "C", "C", "C", "C", "C", "C", "C", "C", "C", "C", "C", "C", "C", "C", "C", "C", "C", "C", "C", "C", "C", "C", "H", "H", "H", "H", "H", "H", "H", "H", "H", "H", "H", "H", "H", "H", "H", "H", "H", "H", "H", "H", "H", "H", "H", "H", "H", "H", "H", "H", "H", "H", "H", "H", "H", "H", "H", "H", "H", "H", "H", "H", "H", "H", "H", "H", "H", "H", "H", "H", "H", "H", "H", "H", "H", "H", "H", "H", "H", "H", "H", "H", "H", "H", "H", "H", "H", "H", "H", "H", "H", "H", "H", "H", "H", "H", "H", "H", "H", "H", "H", "H", "H", "H", "H", "H", "H", "H", "H", "H", "H", "H", "H", "H", "H", "H", "H", "H", "H", "H"],
  "coordinates": [[1.020143, 4.212191, 2.475023], [-1.095549, -0.656653, -3.845817], [5.105788, 1.824623, -2.306374], [1.163743, -4.811799, 4.811141], [0.952409, -0.290914, 3.186900], [-4.328535, -1.046205, 0.690454], [5.078650, -6.417810, -0.608766], [-1.165632, 3.308900, 4.028861], [-2.106868, -4.230282, -1.082922], [0.358855, 3.989265, -2.354919], [0.105908, -1.196675, 1.281054], [1.851615, 0.109810, -2.616073], [2.293491, -2.877350, 4.380601], [-0.903977, -4.016725, 0.789730], [-0.555806, 0.860439, 1.925898], [0.067980, -2.940856, 4.042626], [2.804419, 4.415313, 3.833707], [-2.303375, 3.983392, 4.503757], [-6.382302, -1.703245, -2.221864], [4.156094, -5.664820, -1.377498], [-0.937720, -6.029226, -0.270912], [-1.944487, 1.605940, -0.606481], [2.604357, 2.543981, 2.531675], [1.258600, -0.213958, -5.715386], [2.539433, -6.033365, 0.400519], [5.778536, -4.072274, -2.492311], [3.714200, -3.881519, 0.349587], [1.183968, -3.663361, 4.366946], [-6.116536, -1.043371, -0.931232], [-3.236126, -1.667275, 1.316682], [3.200971, -4.948493, -0.584545], [-0.551834, 3.455470, -1.406827], [4.882083, 3.223729, -2.511090], [0.852469, 5.275396, -2.016640], [-1.599981, -1.537403, -2.843892], [-2.147655, 5.503729, 2.513969], [4.738165, -5.158513, -2.639232], [2.601520, 1.124890, -0.570995], [-0.160387, -0.954998, -7.517987], [0.128813, -0.236395, 2.251261], [2.124238, -4.366726, -1.512655], [3.541378, -4.704090, -3.528935], [-3.047521, 4.628158, 3.374493], [2.038248, 3.702106, 2.962821], [-3.519334, 3.490699, 2.415862], [-4.275051, 5.395970, 3.801970], [4.065697, 0.923245, -2.659339], [2.647534, 1.225243, -2.107473], [-1.120329, 2.113408, -1.725409], [-0.816409, 5.800650, 5.389835], [-1.656338, 3.921155, 6.838920], [-3.956602, 6.349774, 4.966597], [-1.973067, 4.859323, 5.666537], [-7.464473, -0.882584, -0.175974], [-5.106629, -1.876335, -0.165419], [-1.339197, -4.748480, -0.263769], [2.649476, -3.680950, -2.770439], [5.380415, -6.357048, -3.369254], [-3.210546, 5.675885, 6.094536], [-1.984220, 2.098752, -3.011777], [-0.163518, -0.358574, -6.113465], [-0.896310, -1.294083, -5.101968], [-1.233544, 2.131407, -3.801269], [0.096075, -1.970137, 3.751477], [-4.120218, 2.678682, 2.825051], [3.883784, 3.409195, -2.912447], [-2.725187, 2.896827, -3.046161], [-0.737980, 3.340393, 6.734371], [2.880538, -5.482116, -3.908486], [-0.316883, -6.367234, 0.442543], [-7.334734, -0.926899, 0.909992], [5.314787, -3.167038, -2.103590], [4.937402, 3.636152, -1.503026], [-3.526760, -2.599442, 1.812417], [2.151694, -6.887579, -0.158474], [0.871836, 0.168872, -2.388948], [-2.612019, 0.967680, -1.024719], [-0.532884, -4.398606, 1.646334], [-4.947615, 6.712933, 5.254550], [1.803699, -1.069377, -5.772460], [4.590172, -7.097855, -3.521539], [-2.842199, 6.433643, 6.788029], [-8.202246, -1.667978, -0.348146], [1.596664, -3.551852, -1.005326], [6.090101, -3.972769, -3.536107], [2.954243, 2.106798, -0.225154], [-7.027616, -1.233549, -2.844389], [-0.074257, 3.546001, -0.419047], [3.350351, 0.421771, -0.202447], [-1.376276, 4.169871, -1.237389], [1.596844, 0.928572, -0.211145], [-2.444052, 1.114580, -2.979615], [1.232922, -0.040310, -4.710870], [-0.786717, -3.447338, 4.207498], [1.359050, -5.073347, -1.842523], [3.360854, 2.186510, 3.082742], [2.316514, 5.206867, 4.218635], [4.454438, -4.204841, 1.080205], [-0.415828, -1.123805, 0.427232], [-2.581949, 2.976014, 2.180553], [3.204345, -3.297652, 4.374875], [-3.467741, 7.247080, 4.575431], [6.662429, -4.347735, -1.920950], [1.610333, -5.615868, 0.798041], [-1.481610, 4.551405, 7.717025], [0.159365, -2.001103, -7.517596], [0.074935, 6.040447, -1.978416], [3.925897, -4.189182, -4.413916], [3.259507, -6.237206, 1.184702], [-0.372773, 6.170615, 6.318876], [-1.087376, -3.044251, 0.947640], [-7.891038, 0.087610, -0.429579], [-1.602853, -6.692077, -0.634280], [5.641687, 3.535526, -3.226150], [0.579754, -0.553697, -8.211886], [4.209333, -3.137386, -0.288360], [1.844975, -3.310694, -3.411337], [-2.687192, -1.630329, -2.862286], [-1.973901, 6.497805, 2.940114], [-6.890758, -2.547453, -1.969508], [-0.307426, 1.445791, -2.013889], [-2.490315, -1.931847, 0.561832], [0.819510, -1.903721, 1.347674], [-5.050613, 4.733809, 4.197713], [-1.292745, -1.145693, -1.871636], [-0.565981, 0.650343, -6.031949], [1.982235, 1.950966, 2.004345], [-1.133543, -2.516631, -2.964837], [-1.154624, -0.807402, -7.941959], [1.489548, 5.249727, -1.130329], [-4.734327, 6.000521, 3.020433], [3.521644, 3.937624, 4.348300], [-1.164255, 5.079290, 2.323439], [-0.015396, 5.404594, 4.766174], [4.993427, -7.287778, -1.013423], [-0.522892, 3.968793, 3.716150], [2.943189, -3.296685, 0.853496], [-5.729609, -0.058772, -1.195457], [-1.854846, -1.676678, -5.469359], [-4.426406, -2.428314, -0.820788], [4.456100, -0.066739, -2.420271], [-2.785675, -0.978658, 2.028479], [-3.938300, 3.924025, 1.509286], [-0.246013, -2.161872, -4.938459], [2.314791, 2.216097, -2.412141], [-0.455641, 1.703076, 2.470832], [-5.588467, -2.575364, 0.530128], [2.176846, -1.882504, 4.444100], [-1.021572, 0.969632, 1.031677], [-3.925364, 5.022292, 6.598063], [1.479101, 5.489806, -2.883465], [-2.578807, 5.849713, 1.569375], [-2.443750, 3.212343, 7.089397], [6.230877, -6.741851, -2.803477], [5.796911, -6.250375, -4.373510], [2.261029, -0.771838, -2.345174], [3.936772, 0.919765, -3.748914], [-2.489667, 2.421926, -0.330704], [3.085791, -2.737442, -2.424661], [-1.114735, 6.734397, 4.908393]],
  "forces_ev_per_a": [[0.1271, -0.7932, 0.4036], [0.0921, 0.1263, -0.0406], [-0.2903, -0.4252, 0.3471], [-0.1642, 0.3668, -1.2897], [-1.1141, -0.4297, -0.0513], [-0.1398, 1.1360, 0.0397], [0.1135, 0.4969, -0.0113], [-0.0470, 0.0056, 0.2290], [0.6986, -0.7670, 0.0410], [-0.6629, -0.6935, -0.0196], [0.0377, -1.0420, 0.3928], [-0.0689, 0.5937, -1.3223], [0.6551, 0.0037, -0.4468], [1.2288, 0.2310, 1.5053], [-0.5453, 0.6749, 0.4268], [-0.6018, -1.1066, -0.2952], [-0.2704, -0.0388, 0.1731], [-1.4083, 0.8229, 0.1700], [0.2628, -1.0357, 0.0312], [-0.0036, -0.6745, -1.3304], [0.1028, -1.3159, -0.3400], [0.7255, 0.5843, -0.0962], [-0.7554, 0.5613, 0.1173], [-0.4657, 0.5320, 0.8228], [-0.4701, 1.2273, -1.3614], [-0.2436, 0.1069, -0.8287], [1.1370, 1.6148, -0.7297], [-0.0416, 0.2351, 1.9353], [-1.5697, -0.1958, -0.6676], [-0.1965, -0.2930, -0.5395], [-1.7695, -1.6894, 1.5436], [0.2519, 1.9877, 1.4250], [-0.3154, -1.3319, 0.1895], [0.4198, -0.5989, -1.0718], [0.6019, 0.0559, -0.4009], [0.4337, 1.6587, -0.0873], [-0.5779, -0.9530, -0.3866], [1.2561, 1.7707, -0.4114], [-0.4900, 0.1273, -0.1237], [2.2367, 1.2792, -1.0056], [-0.7553, 0.8715, -0.5050], [0.2381, 2.2703, 0.4936], [-0.2474, -1.1758, -1.6788], [0.3269, 0.8727, -1.1145], [1.5216, -0.3077, 0.3559], [0.1638, 0.3761, 1.9432], [-0.1574, 1.2351, -0.9928], [0.7258, -2.1965, 1.4646], [-0.6898, -0.4147, -1.3617], [0.5089, 1.1667, 0.1671], [0.7372, 0.3089, 0.5719], [-0.6584, 0.5262, -1.0238], [-0.3365, -1.0401, -0.1877], [0.5963, 0.4810, 0.8423], [0.9082, -0.1237, 0.8746], [-1.7742, 2.0488, 0.0674], [0.3180, -0.5487, 0.1373], [-0.1184, -0.6517, 0.1621], [-0.0850, -0.0489, -0.3968], [1.1977, 0.0089, 0.7957], [1.6360, -1.1523, 0.6008], [0.0010, 0.1066, -0.2723], [-0.6484, 0.1759, -0.5707], [0.1486, -0.2695, 0.2429], [-0.4500, 0.4944, 0.3367], [0.0990, 0.1495, -0.1239], [0.0652, 0.0506, -0.0778], [0.0003, 0.0690, -0.4234], [0.2511, -0.4481, 0.3938], [-0.0675, 0.0116, 0.0936], [0.2201, 0.3926, 0.0106], [0.3582, 0.1791, -0.1329], [0.2747, 0.6949, -0.3320], [-0.0363, -0.0178, 0.1503], [0.7044, -0.3179, -0.0136], [0.0195, -0.2872, 0.1072], [-0.1299, -0.1327, 0.2806], [0.1436, -0.5559, -0.2689], [0.1939, 0.1021, 0.6102], [-0.3620, -0.2484, -0.4026], [0.2217, -0.3333, 0.3932], [-0.1655, -0.1197, 0.2598], [0.2108, -0.0913, -0.5563], [-0.1834, -0.4076, 0.5251], [0.3310, 0.8122, 0.1730], [-0.2548, -0.1472, 0.5161], [0.0746, 0.5911, 0.2972], [0.2406, -0.8335, 0.1219], [-0.3166, -0.3633, 0.0217], [-0.3280, 0.0123, -0.5274], [-0.0842, -0.0544, 0.1296], [-0.2378, 0.0981, -0.6384], [0.4838, 0.3365, 0.0140], [-0.1079, 0.4026, 0.0083], [0.2150, -0.4272, 0.3810], [-0.0750, -0.5947, -0.1888], [0.3536, 0.0080, 0.2658], [-0.0858, -0.2795, -0.0497], [-0.0005, 0.2887, -0.0383], [-0.1329, -0.0110, -0.5384], [-0.0822, 0.0138, 0.3075], [0.3708, -0.1130, 0.1259], [-0.2170, -0.1721, 0.2569], [0.3453, 0.4469, 0.4329], [-0.1203, -0.0341, 0.0930], [-0.6138, -0.2268, 0.3589], [-0.1499, -0.0914, 0.3296], [0.2868, -0.1927, -0.0503], [-0.2310, -0.4647, 0.0472], [0.0876, -0.3954, 0.1255], [-0.4031, -0.0059, -0.7100], [-0.2713, -0.1022, 0.0475], [0.1791, 0.0404, -0.2359], [-0.0130, 0.5574, 0.2784], [-0.1024, 0.7944, 0.3541], [0.1954, 0.1145, 0.2638], [-0.2538, -0.4008, 0.0216], [-0.0657, -0.0578, -0.1365], [0.1633, -0.2168, 0.5542], [0.1953, -0.2336, -0.3351], [0.0544, -0.1974, 0.7276], [-0.0480, -0.0084, -0.1136], [-0.0764, -0.0257, -0.0515], [0.0977, -0.3399, -0.2842], [-0.0607, 0.1136, 0.0396], [-0.3324, -0.0521, -0.3504], [0.3493, -0.3568, 0.1453], [-0.2057, -0.1772, 0.1594], [0.0543, -0.4942, -0.3043], [-0.2464, 0.0755, 0.2559], [0.2527, -0.3286, -0.4105], [-0.0195, 0.2892, 0.3078], [-0.1063, -0.1127, -0.2107], [0.0014, -0.2379, 0.1455], [0.0485, -0.1059, 0.2788], [0.0498, -0.0896, -0.1974], [-0.2774, -0.4578, 0.1420], [0.3320, -0.0061, 0.4606], [-0.1076, 0.1431, -0.1971], [-0.1934, -0.0268, -0.2432], [-0.3143, -0.0623, 0.4622], [-0.1928, 0.0963, 0.0363], [-0.1902, -0.1075, 0.0379], [0.0484, -0.1424, -0.1378], [-0.3993, -0.3108, -0.3825], [-0.1511, -0.1214, 0.4256], [-0.3449, -0.3560, -0.4690], [0.1910, 0.1156, -0.4091], [-0.2475, -0.0018, -0.2426], [0.1792, -0.0805, 0.1980], [0.1396, 0.3855, 0.1835], [-0.2721, -0.8260, -0.1863], [-0.2362, 0.1648, -0.3212], [-0.2574, -0.2615, 0.1896], [-0.2289, 0.9992, -0.0004], [-0.2159, -0.0691, 0.2008], [0.0488, 0.0398, -0.1371], [-0.2057, -0.2628, 0.3945], [0.9240, -0.2363, -0.3884], [-0.3104, -0.1845, -0.2113]],
  "mulliken_charge": [-0.677, 0.219, -0.437, -0.671, -0.844, -0.328, -0.523, -0.113, -0.611, -0.370, 1.237, 0.761, -0.330, 0.317, 1.190, -0.246, -0.523, -0.341, -0.726, 0.552, -0.291, -0.132, -0.103, -0.675, -1.462, -1.582, -1.226, 0.591, 0.455, 0.275, 1.515, -0.789, -0.603, -0.821, -0.545, -1.625, 1.529, -1.189, -1.720, 0.074, -0.291, -1.547, 2.199, 0.839, -1.744, -1.312, -0.925, 0.463, 3.631, -1.398, -1.980, -0.723, 1.940, -1.423, -0.817, 0.392, 0.845, -2.126, -1.209, -1.842, 0.624, -0.742, 0.332, 0.047, 0.506, 0.217, 0.344, 0.319, 0.400, 0.173, 0.322, 0.069, 0.227, 0.397, 0.480, -0.471, -0.002, 0.131, 0.432, 0.249, 0.440, 0.399, 0.372, -0.384, 0.511, 0.536, 0.252, 0.165, 0.349, 0.651, 0.088, 0.420, 0.195, 0.173, 0.389, 0.217, 0.269, 0.341, -0.483, -0.010, 0.206, 0.332, 0.313, -0.150, 0.406, 0.333, 0.331, 0.515, 0.396, 0.528, -0.193, 0.368, 0.258, 0.344, 0.453, 0.259, 0.184, 0.426, 0.278, 0.253, -2.685, -0.673, -0.250, 0.408, -0.521, 0.194, -0.169, 0.674, 0.391, 0.274, 0.350, 0.181, 0.243, -0.168, 0.344, -0.094, 0.055, 0.275, 0.422, 0.344, 0.163, 0.276, 0.407, 0.147, 0.223, -0.499, 0.413, 0.221, -0.097, 0.401, 0.315, 0.519, 0.439, 0.485, 0.351, -0.396, 0.477, -0.009, -0.783, 0.384],
  "smiles": "CC1(C)CCCC(C)(C)N1O.CC1(C)CCCC(C)(C)N1O.COC[C@H](C)N.COC[C@H](C)N.COC[C@H](C)N.COC[C@H](C)N.NC(N)=O.NC(N)=O.NC(N)=O.NC(N)=O",
  "homo_lumo_gap_ev": 8.640,
  "energy_ha": -3025.58298
}


[2]
{
  "formula": "C5H11NO",
  "method": "wB97M-V/def2-TZVPD",
  "species": ["O", "N", "C", "C", "C", "C", "C", "H", "H", "H", "H", "H", "H", "H", "H", "H", "H", "H"],
  "coordinates": [[1.221012, 0.618003, -1.557095], [-0.201333, 0.033930, 0.111738], [-0.815668, -0.392566, -2.280757], [1.798798, -0.029988, 1.751858], [1.104717, 1.119626, 1.342195], [-1.568178, -0.283253, 0.480146], [0.145458, 0.135367, -1.229556], [-2.277047, 0.500407, 0.180869], [1.447676, 1.700953, 0.492533], [2.762704, -0.237259, 1.294573], [-1.047756, -1.449107, -2.107673], [-1.918896, -1.233375, 0.055307], [1.626948, -0.424603, 2.749803], [-0.356814, -0.277938, -3.263699], [0.830882, -0.466013, 0.893752], [-1.617883, -0.377742, 1.571825], [-1.763249, 0.156660, -2.256120], [0.320812, 1.559328, 1.953879]],
  "forces_ev_per_a": [[-0.2367, -0.1367, 0.0746], [0.0618, -0.0714, -0.2680], [-0.0037, -0.0042, -0.0657], [0.2208, 0.1612, 0.2150], [0.0841, -0.1081, 0.0420], [-0.1388, -0.0382, 0.0143], [0.0348, 0.0181, 0.0380], [0.0942, -0.0992, 0.0410], [-0.0372, -0.0698, 0.1533], [-0.1498, 0.0302, 0.0507], [0.0423, 0.1456, 0.0116], [0.0516, 0.1312, 0.0587], [0.0130, 0.0691, -0.1463], [-0.0618, -0.0069, 0.1527], [-0.1996, 0.1250, -0.1647], [-0.0030, 0.0067, -0.1373], [0.1226, -0.0601, 0.0250], [0.1053, -0.0926, -0.0950]],
  "mulliken_charge": [-0.630, -0.250, -1.201, -0.789, -0.106, -1.137, 0.774, 0.336, 0.199, 0.293, 0.327, 0.333, 0.298, 0.305, 0.369, 0.349, 0.310, 0.219],
  "homo_lumo_gap_ev": 8.964,
  "e_above_lowest_kcal_mol": 95.3,
  "energy_ha": -326.97943
}


| no. | HOMO level (Eh) | maximum force (eV/Å) |
| --- | --- | --- |
| 1 | -0.30099 | 2.89 |
| 2 | -0.30895 | 0.35 |